Entry 1:
The following is a quantum chemistry calculation of a structure of composition C35H39GeN2NiO4S2, from the OMol25 dataset.

Element x y z (Å)
Ni 1.8695 0.2801 0.7735
O 1.1616 0.1249 3.5076
S 0.6626 -1.1864 3.9992
C 1.5779 -2.4324 3.0375
C 0.9273 -3.7703 2.7092
C 0.1507 -3.8042 1.3903
C 1.0452 -3.5404 0.1721
S 0.6554 -1.9647 -0.6530
O 0.2712 -1.0799 0.5063
C -0.9202 -2.4623 -1.3511
C -2.0619 -1.8073 -0.9253
C -3.2881 -2.1521 -1.4774
C -3.3622 -3.1305 -2.4577
C -2.2054 -3.7636 -2.8979
C -0.9784 -3.4258 -2.3484
C -1.0228 -1.3424 3.4050
C -1.5260 -0.3386 2.5928
C -2.8595 -0.3907 2.2112
C -3.6733 -1.4321 2.6377
C -3.1671 -2.4148 3.4790
C -1.8409 -2.3573 3.8834
H 2.4627 -2.5815 3.6602
H 1.9174 -1.8692 2.1605
H 0.2779 -4.1078 3.5221
H 1.7323 -4.5106 2.6539
H -0.6482 -3.0615 1.4200
H -0.3290 -4.7801 1.2886
H 0.9851 -4.3212 -0.5873
H 2.0931 -3.4247 0.4555
H -1.9676 -1.0326 -0.1777
H -4.1824 -1.6402 -1.1441
H -4.3190 -3.3951 -2.8908
H -2.2590 -4.5162 -3.6745
H -0.0733 -3.9058 -2.7043
H -0.8669 0.4563 2.2648
H -3.2612 0.3798 1.5640
H -4.7102 -1.4697 2.3256
H -3.8071 -3.2134 3.8331
H -1.4490 -3.0939 4.5754
C 5.2410 1.9378 0.3475
Ge 5.1564 0.0342 0.8672
C 6.6280 -0.8796 -0.0969
C 5.7101 0.0105 2.7669
C 3.4279 -0.6999 0.5650
H 6.2160 2.3831 0.5610
H 4.4769 2.4960 0.8936
H 5.0296 2.0393 -0.7186
H 7.5965 -0.4340 0.1435
H 6.4764 -0.8196 -1.1766
H 6.6566 -1.9351 0.1837
H 6.6723 0.5113 2.9033
H 5.7971 -1.0171 3.1268
H 4.9594 0.5181 3.3751
H 3.4964 -1.7110 0.1391
O 0.7643 3.4583 1.7844
C 0.3363 3.0018 0.7451
N -0.4221 3.7333 -0.1617
C -0.9383 2.8965 -1.2111
C -0.1393 1.5905 -0.9102
O -0.1788 0.6443 -1.6844
N 0.5140 1.7128 0.2608
C -0.5996 3.4696 -2.5802
C -1.4748 4.3484 -3.2099
C -1.1343 4.9511 -4.4129
C 0.0903 4.6761 -5.0036
C 0.9687 3.8002 -4.3810
C 0.6278 3.2004 -3.1778
C -2.4104 2.5325 -1.0600
C -3.1245 2.8623 0.0850
C -4.4500 2.4665 0.2322
C -5.0687 1.7196 -0.7570
C -4.3523 1.3682 -1.8963
C -3.0364 1.7710 -2.0473
H -0.8368 4.6019 0.1267
H -2.4377 4.5580 -2.7583
H -1.8282 5.6334 -4.8888
H 0.3586 5.1403 -5.9446
H 1.9265 3.5774 -4.8343
H 1.3188 2.5134 -2.7061
H -2.6399 3.4204 0.8764
H -4.9920 2.7366 1.1306
H -6.1002 1.4092 -0.6424
H -4.8205 0.7712 -2.6696
H -2.4720 1.4791 -2.9233

Properties
Multiplicity: 3
HOMO level (alpha / beta), eV: -2.962 / -3.571
Net charge: -1
E_tot, Eh: -6149.18284

Atom charges from the Mulliken analysis, given in e for atoms 1 to 4: -0.74 -0.46 0.01 0.86



Entry 2:
The following is a quantum chemistry calculation of a structure of composition C35H39N3O3PtS2 in a non-equilibrium geometry, from the OMol25 dataset.

Element x y z (Å)
Pt -0.2451 0.0838 0.6370
C 2.3229 -0.1772 3.9411
O 1.9058 0.4807 2.7444
C 1.5612 1.8479 2.9386
C 0.1430 2.0350 3.4469
O -0.8504 1.6144 2.4799
C -2.0872 1.2587 3.0685
C -2.0246 -0.2286 3.3263
O -1.7949 -0.8971 2.0848
C -3.0064 -1.3487 1.4709
H 3.0783 0.4157 4.4613
H 2.7671 -1.1280 3.6506
H 1.4896 -0.3601 4.6237
H 1.6791 2.3430 1.9704
H 2.2460 2.3067 3.6566
H -0.0176 3.0985 3.6434
H 0.0137 1.4923 4.3869
H -2.8667 1.4682 2.3328
H -2.2881 1.8252 3.9795
H -2.9400 -0.5729 3.8126
H -1.1783 -0.4663 3.9747
H -3.5029 -2.0712 2.1212
H -2.7388 -1.8248 0.5331
H -3.6956 -0.5232 1.2719
S 6.1441 -0.4841 -2.9570
C 7.1654 -1.5620 -2.1806
C 6.6564 -2.0414 -0.9596
C 5.4165 -1.5148 -0.6677
C 4.9514 -0.6297 -1.6518
C 3.7155 0.0876 -1.7085
C 2.7507 0.0015 -0.6602
N 1.6011 0.6226 -0.6908
C 1.2941 1.4267 -1.7496
C 2.1926 1.5969 -2.8335
C 1.8507 2.4617 -3.9222
C 0.6924 3.1523 -3.9163
C -0.2307 3.0210 -2.8311
C -1.4289 3.7328 -2.7910
C -2.3080 3.5784 -1.7180
C -1.9242 2.6521 -0.6995
N -0.8114 1.9716 -0.7311
C 0.0559 2.1390 -1.7594
C -3.5453 4.2932 -1.6524
C -4.5526 4.2350 -0.6789
C -5.6253 5.0520 -0.9653
C -5.4534 5.7598 -2.1707
S -4.0044 5.4307 -2.9406
C 3.3981 0.9009 -2.7978
H 8.1168 -1.8260 -2.6260
H 7.1912 -2.7420 -0.3340
H 4.8733 -1.7587 0.2330
H 2.9624 -0.5634 0.2397
H 2.5465 2.5552 -4.7461
H 0.4448 3.8162 -4.7349
H -1.6640 4.4089 -3.6046
H -2.5612 2.4958 0.1626
H -4.5062 3.6244 0.2103
H -6.5052 5.1494 -0.3449
H -6.1551 6.4628 -2.6029
H 4.0909 1.0110 -3.6237
C -0.7915 -3.6291 2.1773
N 0.2812 -4.2096 1.3286
C -0.1448 -5.5201 0.7608
C 0.7840 -3.2174 0.3059
C -0.2668 -2.7353 -0.6632
C -0.6323 -3.5579 -1.7316
C -1.6115 -3.1786 -2.6331
C -2.2386 -1.9506 -2.4805
C -1.8485 -1.1065 -1.4494
C -0.8432 -1.4656 -0.5532
H -1.0005 -4.2908 3.0152
H -1.6928 -3.5086 1.5825
H -0.4847 -2.6535 2.5485
H 1.0767 -4.4129 1.9351
H -1.0320 -5.3889 0.1480
H -0.3800 -6.2013 1.5764
H 0.6579 -5.9560 0.1696
H 1.6003 -3.6956 -0.2367
H 1.1642 -2.3598 0.8662
H -0.1330 -4.5101 -1.8681
H -1.8950 -3.8425 -3.4385
H -3.0201 -1.6462 -3.1638
H -2.3540 -0.1525 -1.3478

Properties
HOMO level (alpha / beta), eV: -17.542 / -17.817
Net charge: +4
E_tot, Eh: -2661.22312
Relative energy (zero: lowest compared OMol25 entry of this formula, charge and spin), kcal per mole: 80.5

Atom charges from the Mulliken analysis, given in e for atoms 1 to 4: 1.54 -0.91 -0.08 -0.97



Entry 3:
The following is a quantum chemistry calculation of a structure of composition C35H40B2F11LiMg2N2O8 in a non-equilibrium geometry, from the OMol25 dataset.

Element x y z (Å)
C -3.7274 6.5242 3.7734
C -3.8771 4.9231 4.0731
C -3.3732 4.1647 2.7565
C -3.9821 2.6553 2.6154
C -2.7090 1.6777 2.6028
C -3.0088 0.1889 2.0917
C -1.7549 -0.4478 1.3062
C -0.3845 -0.1837 2.1138
C 0.4979 -1.5459 2.2025
C 1.5991 -1.6043 1.0428
C 2.8266 -0.6839 1.4315
C 3.5838 -0.9825 2.5832
F 3.3785 -2.0775 3.4278
C 4.7874 -0.0031 2.9824
O 5.7591 -0.3984 3.6681
C 4.7429 1.4977 2.4905
C 4.0044 1.8063 1.3187
C 3.9873 3.3038 0.7974
O 2.7449 3.9799 1.0543
C 1.6418 3.3065 0.4044
C 0.4678 4.3950 0.1916
C 3.2852 0.5901 0.6134
O 3.0823 0.6349 -0.6192
H -3.2687 7.0603 4.7039
H -4.7588 7.0024 3.5739
H -3.0594 6.6636 2.8564
H -4.9720 4.7510 4.3303
H -3.2165 4.6200 4.9600
H -3.5822 4.7850 1.8200
H -2.2273 4.0863 2.8423
H -4.6789 2.4991 3.5002
H -4.5396 2.6528 1.6153
H -2.2907 1.5964 3.6553
H -1.9228 2.1612 1.9227
H -3.9057 0.1619 1.3912
H -3.2647 -0.4610 3.0011
H -1.6477 0.0784 0.2938
H -1.8873 -1.5720 1.2184
H 0.2179 0.6838 1.6966
H -0.6730 0.0548 3.1869
H 0.9681 -1.5190 3.2527
H -0.1503 -2.4920 2.2001
H 1.0894 -1.2401 0.0788
H 1.8905 -2.6981 0.8385
H 5.3259 2.2737 3.0729
H 4.7961 3.8779 1.3773
H 4.2436 3.3429 -0.3134
H 1.9344 2.8060 -0.5879
H 1.2635 2.5214 1.1570
H -0.1139 4.1596 -0.7620
H -0.1964 4.2740 1.1296
H 0.8644 5.4692 0.2119
Mg -4.9732 7.6687 5.6703
B 0.8354 2.3424 4.0348
F 1.5125 3.2170 4.9357
F -0.0283 3.1147 3.1811
F 1.7931 1.6462 3.2299
F 0.0546 1.4040 4.7718
C 4.8225 -2.8267 -1.7759
C 3.5466 -3.6050 -1.8451
N 2.5438 -4.2130 -1.8956
H 5.2057 -2.8334 -0.7543
H 5.5655 -3.2730 -2.4383
H 4.6440 -1.7949 -2.0831
B 9.1419 -1.7700 4.3044
F 8.5690 -0.8332 5.2571
F 10.3705 -2.2633 4.8227
F 8.2370 -2.8420 4.1016
F 9.3745 -1.0894 3.0738
C 1.8435 -4.0524 -5.1297
C 2.0764 -4.5158 -6.4232
C 1.0132 -4.7000 -7.2993
C -0.2890 -4.4319 -6.8793
C -0.5240 -3.9907 -5.5770
C 0.5460 -3.7906 -4.7058
C -1.9056 -3.7501 -5.1083
O -2.1141 -3.3581 -3.9767
C -3.0339 -4.0008 -6.0351
C -4.3670 -3.8326 -5.5809
C -5.4271 -4.0500 -6.4512
C -5.1767 -4.4234 -7.7682
C -3.8533 -4.5978 -8.2188
C -2.7909 -4.3954 -7.3468
C -1.4157 -4.6144 -7.8211
O -1.2189 -4.9457 -8.9745
H 2.6736 -3.9007 -4.4500
H 3.0884 -4.7318 -6.7489
H 1.2008 -5.0565 -8.3068
H 0.3706 -3.4352 -3.6960
H -4.5619 -3.5375 -4.5555
H -6.4469 -3.9265 -6.1045
H -6.0039 -4.5867 -8.4509
H -3.6682 -4.8947 -9.2453
Mg 8.4532 1.3288 5.8080
N -7.0282 3.1099 5.5241
O -7.1214 4.0984 4.7649
O -6.3032 2.1533 5.2056
O -7.6548 3.0881 6.5912
F -3.1660 -5.4369 -4.3909
Li -1.8046 5.1822 1.6002
F -2.4158 -3.3746 -9.9861

Properties
HOMO level, eV: -7.222
Net charge: 0
E_tot, Eh: -3624.66519
Relative energy (zero: lowest compared OMol25 entry of this formula, charge and spin), kcal per mole: 182.5

Atom charges from the Mulliken analysis, given in e for atoms 1 to 4: -0.92 0.41 -0.47 -0.59